1.
Below is a 2-piece molecular cluster, C5H8SSi overall in a non-equilibrium geometry, with properties calculated with ωB97M-V/def2-TZVPD.

Each line ends with the Mulliken charge.
Cartesian coordinates (Å):
C (0.691, -0.763, -3.136)  -0.229
C (0.540, -0.725, -1.668)  -0.486
C (-0.199, 0.034, -3.786)  -0.353
C (-0.513, 0.104, -1.397)  -0.097
C (0.506, 0.775, 2.244)  -0.956
Si (-1.255, 0.551, 1.366)  0.585
S (-1.247, 0.879, -2.696)  -0.153
H (1.410, -1.394, -3.741)  0.272
H (0.829, -1.598, -1.132)  0.313
H (-0.128, 0.274, -4.895)  0.301
H (1.071, 0.129, 1.565)  0.249
H (0.921, 1.742, 2.573)  0.334
H (0.475, 0.227, 3.140)  0.343
H (-1.809, -0.606, 2.133)  -0.052
H (-2.124, 1.560, 0.677)  -0.071

## Properties
Total energy = -882.83468 Eh
Max |F| = 4.42 eV/Å
Gap between HOMO and LUMO = 7.9 eV
Energy above the lowest of the compared OMol25 structures with the same formula, charge and spin = 0.00 kJ/mol



2.
Below is C5H9B in the gas phase in a non-equilibrium geometry, with properties calculated with ωB97M-V/def2-TZVPD.

Each line ends with the Mulliken charge.
Cartesian coordinates (Å):
B (-1.026, -0.062, 0.024)  0.067
C (1.241, 1.450, -0.426)  -0.756
C (1.918, 0.359, -0.121)  -0.120
C (-0.174, -1.288, -0.171)  -0.411
C (1.253, -0.912, 0.337)  -0.708
C (-2.310, 0.905, 0.050)  -0.764
H (1.262, 2.538, -0.430)  0.276
H (2.953, 0.171, -0.080)  0.384
H (-0.465, -2.261, 0.339)  0.311
H (0.001, -1.587, -1.301)  0.258
H (1.809, -1.870, 0.245)  0.414
H (1.172, -0.766, 1.510)  0.212
H (-3.065, 0.165, -0.360)  0.237
H (-2.136, 1.747, -0.620)  0.292
H (-2.433, 1.412, 1.003)  0.308

## Properties
Total energy = -220.55841 Eh
Max |F| = 3.82 eV/Å
Gap between HOMO and LUMO = 6.8 eV
Energy above the lowest of the compared OMol25 structures with the same formula, charge and spin = 456.09 kJ/mol



3.
Below is an isolated ion of composition C5H9BN and charge +1 in a non-equilibrium geometry, with properties calculated with ωB97M-V/def2-TZVPD.

Each line ends with the Mulliken charge.
Cartesian coordinates (Å):
B (2.140, 0.357, -0.204)  -0.090
C (0.829, 0.850, -0.140)  -0.556
C (-0.297, 0.339, 0.086)  0.683
C (-0.786, -0.929, 0.317)  -0.255
C (3.621, 0.008, -0.042)  -0.668
C (-2.757, 0.525, -0.535)  -0.807
N (-1.685, 0.231, 0.444)  -0.061
H (-1.144, -1.773, -0.322)  0.269
H (-0.768, -1.281, 1.357)  0.265
H (3.757, -0.821, 0.764)  0.285
H (4.401, 0.850, 0.209)  0.299
H (4.030, -0.380, -1.059)  0.284
H (-2.314, 0.135, -1.477)  0.326
H (-3.648, -0.119, -0.366)  0.354
H (-3.336, 1.498, -0.438)  0.310
H (-2.042, 0.511, 1.404)  0.360

## Properties
Total energy = -275.07235 Eh
Max |F| = 5.81 eV/Å
Charge = +1
Gap between HOMO and LUMO = 8.2 eV
SMILES = CB=C=C1C[N@@H+]1C
Energy above the lowest of the compared OMol25 structures with the same formula, charge and spin = 97.64 kJ/mol



4.
Below is C5H9BN2O3 as an isolated structure in a non-equilibrium geometry, with properties calculated with ωB97M-V/def2-TZVPD.

Each line ends with the Mulliken spin population.
Cartesian coordinates (Å):
B (-1.348, -0.532, -1.666)  0.111
C (1.035, 0.593, 2.059)  0.324
C (0.268, -0.403, 1.421)  0.070
C (0.654, -0.195, 0.150)  0.788
C (-0.706, -1.413, 1.935)  0.028
C (1.713, 1.358, -1.323)  0.008
N (1.762, 1.304, 1.207)  -0.019
N (1.507, 0.826, -0.026)  0.474
O (-2.166, 0.261, -0.897)  -0.015
O (-1.762, -1.172, -2.808)  -0.030
O (-0.112, -0.899, -1.388)  0.191
H (1.038, 0.871, 3.061)  -0.004
H (-1.370, -0.785, 2.539)  0.003
H (-1.259, -1.965, 1.179)  -0.014
H (-0.064, -2.114, 2.593)  0.017
H (2.532, 0.678, -1.772)  0.033
H (0.771, 1.270, -1.878)  0.013
H (1.882, 2.433, -1.246)  0.006
H (-1.663, 0.839, -0.286)  0.005
H (-2.711, -0.955, -2.852)  0.011

## Properties
Total energy = -555.86562 Eh
⟨S²⟩ = 2.019
Max |F| = 4.95 eV/Å
Multiplicity = 3
Gap between HOMO and LUMO (alpha / beta) = 5.7 / 5.2 eV
Energy above the lowest of the compared OMol25 structures with the same formula, charge and spin = 132.40 kJ/mol



5.
Below is C5H9BrN2 in the gas phase in a non-equilibrium geometry, with properties calculated with ωB97M-V/def2-TZVPD.

Each line ends with the Mulliken charge.
Cartesian coordinates (Å):
C (2.492, 0.227, -1.405)  -0.200
C (0.538, -0.729, -0.548)  0.253
C (1.674, 1.507, -1.221)  -0.447
C (-0.048, -2.046, -0.313)  -1.174
C (-0.816, 0.395, 1.200)  -1.050
N (0.854, 1.508, -0.048)  -0.673
N (0.174, 0.344, 0.109)  0.547
Br (3.334, -0.327, 0.305)  -0.214
H (2.471, 2.313, -1.183)  0.317
H (1.137, 1.813, -2.068)  0.330
H (-1.129, -2.304, -0.230)  0.362
H (0.390, -2.373, 0.756)  0.235
H (0.408, -2.741, -1.096)  0.295
H (-1.694, -0.226, 1.019)  0.347
H (-0.369, 0.009, 2.014)  0.451
H (-1.211, 1.382, 1.473)  0.302
H (1.535, 1.662, 0.812)  0.319

## Properties
Total energy = -2879.20064 Eh
Max |F| = 4.71 eV/Å
Gap between HOMO and LUMO = 8.4 eV
Energy above the lowest of the compared OMol25 structures with the same formula, charge and spin = 435.73 kJ/mol



6.
Below is C5H9Cl as an isolated structure in a non-equilibrium geometry, with properties calculated with ωB97M-V/def2-TZVPD.

Each line ends with the Mulliken charge.
Cartesian coordinates (Å):
C (-1.493, -0.331, -0.779)  -0.772
C (-0.216, -1.017, -0.279)  -0.068
C (0.006, -0.646, 1.217)  -0.770
C (1.005, -0.225, 0.047)  0.667
C (0.881, 1.368, 0.020)  -1.160
H (-1.375, -0.714, -1.849)  0.233
H (-2.273, -0.947, -0.005)  0.232
H (-1.542, 0.899, -0.772)  0.216
H (-0.050, -2.079, -0.694)  0.369
H (0.217, -1.420, 2.051)  0.258
H (-0.366, 0.290, 1.559)  0.220
H (2.071, 1.601, 0.327)  0.295
H (0.610, 1.995, -1.139)  0.198
H (-0.054, 1.829, 0.626)  0.298
Cl (2.580, -0.604, -0.331)  -0.214

## Properties
Total energy = -655.93205 Eh
Max |F| = 5.08 eV/Å
Gap between HOMO and LUMO = 10.2 eV
Energy above the lowest of the compared OMol25 structures with the same formula, charge and spin = 435.18 kJ/mol



7.
Below is a 2-piece molecular cluster, C5H9Cl overall in a non-equilibrium geometry, with properties calculated with ωB97M-V/def2-TZVPD.

Each line ends with the Mulliken charge.
Cartesian coordinates (Å):
C (-1.111, -2.279, -0.518)  -0.266
C (-0.720, -1.969, 0.595)  0.030
C (-0.450, -1.362, 1.857)  -0.813
C (-0.046, 1.191, -1.262)  -0.744
C (1.178, 1.602, -0.392)  -0.384
Cl (2.256, 2.679, -1.294)  -0.231
H (-1.264, -2.732, -1.483)  0.393
H (-1.322, -0.987, 2.309)  0.303
H (-0.008, -2.127, 2.460)  0.290
H (0.098, -0.335, 1.610)  0.082
H (-0.187, 0.149, -1.288)  0.046
H (-0.928, 1.629, -0.810)  0.275
H (-0.076, 1.620, -2.315)  0.380
H (0.969, 2.189, 0.424)  0.326
H (1.611, 0.730, 0.106)  0.312

## Properties
Total energy = -655.99644 Eh
Max |F| = 3.43 eV/Å
Gap between HOMO and LUMO = 10.9 eV
SMILES = C#CC.CCCl
Energy above the lowest of the compared OMol25 structures with the same formula, charge and spin = 266.13 kJ/mol



8.
Below is a 2-piece molecular cluster, C5H9Cl2N2O2 overall in a non-equilibrium geometry, with properties calculated with ωB97M-V/def2-TZVPD.

Each line ends with the Mulliken charge.
Cartesian coordinates (Å):
C (-3.224, 0.073, 0.280)  0.452
C (2.586, -0.885, -0.881)  -0.536
C (3.568, 0.288, -0.743)  -0.324
C (2.078, 0.346, 0.900)  0.102
C (-1.885, -0.086, 0.299)  0.314
N (-3.955, 1.229, 0.213)  -0.426
N (1.695, -0.652, 0.195)  0.280
O (-3.987, -1.088, 0.423)  -0.477
O (3.214, 0.885, 0.568)  -0.313
Cl (-1.176, -1.627, 0.717)  -0.304
Cl (-0.728, 1.237, 0.180)  -0.235
H (2.026, -0.766, -1.774)  0.325
H (2.841, -1.909, -0.775)  0.371
H (4.681, -0.055, -0.775)  0.293
H (3.317, 1.012, -1.475)  0.318
H (1.494, 0.713, 1.932)  0.376
H (-3.583, 2.204, 0.328)  0.221
H (-4.808, 1.113, -0.200)  0.172
H (-4.934, -0.944, 0.265)  0.316
H (0.779, -1.086, 0.322)  0.076

## Properties
Total energy = -1375.99290 Eh
Max |F| = 4.24 eV/Å
Charge = +1
Gap between HOMO and LUMO = 8.4 eV



9.
Below is C5H9Cl3OS as an isolated structure in a non-equilibrium geometry, with properties calculated with ωB97M-V/def2-TZVPD.

Each line ends with the Mulliken charge.
Cartesian coordinates (Å):
C (2.018, -0.537, -0.213)  -0.612
C (3.023, -0.453, 0.923)  -0.404
C (-1.279, 0.541, -0.736)  -1.333
C (-2.333, 0.302, 0.322)  0.833
C (-3.435, -0.663, -0.139)  -0.159
H (2.227, 1.707, -0.951)  0.114
H (2.497, -0.922, -1.117)  0.372
H (1.237, -1.249, 0.074)  0.310
H (3.409, -1.447, 1.163)  0.350
H (2.574, -0.011, 1.815)  0.293
H (-1.750, 0.962, -1.628)  0.420
H (-0.523, 1.233, -0.361)  0.334
H (-0.812, -0.409, -1.003)  0.288
H (-4.218, -0.854, 0.619)  0.344
O (-3.437, -1.162, -1.230)  -0.432
S (1.144, 1.011, -0.573)  -0.175
Cl (4.437, 0.555, 0.490)  -0.201
Cl (-3.161, 1.825, 0.758)  -0.175
Cl (-1.617, -0.431, 1.786)  -0.169

## Properties
Total energy = -2049.84751 Eh
Max |F| = 5.00 eV/Å
Gap between HOMO and LUMO = 10.0 eV



10.
Below is a 2-piece molecular cluster, C5H9ClFN overall in a non-equilibrium geometry, with properties calculated with ωB97M-V/def2-TZVPD.

Each line ends with the Mulliken charge.
Cartesian coordinates (Å):
C (-0.180, 1.532, -2.029)  -0.053
C (0.944, -1.964, 0.803)  -1.239
C (0.902, -0.646, 0.089)  -0.577
C (-1.140, 0.591, 1.032)  -0.609
C (-0.478, -0.065, -0.192)  0.432
N (0.890, 2.007, -2.160)  -0.330
F (-1.311, -0.838, -0.789)  -0.340
Cl (-2.102, 2.106, 0.634)  -0.223
H (-1.161, 1.545, -2.550)  0.334
H (1.914, -2.254, 0.715)  0.430
H (0.242, -2.571, 0.308)  0.348
H (0.457, -1.819, 1.852)  0.248
H (1.471, 0.064, 0.612)  0.431
H (1.353, -0.714, -1.017)  0.264
H (-0.372, 0.830, 1.753)  0.356
H (-1.936, -0.176, 1.425)  0.307
H (1.408, 2.674, -2.655)  0.222

## Properties
Total energy = -810.55432 Eh
Max |F| = 5.03 eV/Å
Gap between HOMO and LUMO (alpha / beta) = 8.0 / 7.8 eV
Energy above the lowest of the compared OMol25 structures with the same formula, charge and spin = 446.52 kJ/mol